1.
{
  "formula": "C21H28N2O4",
  "method": "ωB97M-V/def2-TZVPD",
  "species": ["C", "C", "C", "C", "N", "C", "C", "C", "C", "C", "C", "C", "N", "C", "O", "C", "C", "C", "O", "H", "H", "H", "H", "H", "H", "H", "H", "H", "H", "H", "H", "H", "H", "H", "H", "C", "C", "C", "O", "H", "H", "H", "H", "H", "H", "C", "C", "C", "O", "H", "H", "H", "H", "H", "H"],
  "xyz": [[-0.5750, 1.8543, 2.4656], [0.2037, 1.9402, 0.9905], [-0.0635, 0.5940, 0.0861], [0.8263, -0.7537, 0.5209], [1.8631, -0.7278, 1.6619], [2.9425, -1.4280, 1.1179], [3.8049, -0.8807, -0.2020], [3.4421, -2.9032, 1.7193], [0.5606, -2.1435, -0.3199], [-0.5121, -2.2131, -1.5859], [-1.3942, -0.8656, -2.0359], [-1.1508, 0.5132, -1.1824], [-1.9247, 1.7732, -1.5071], [-2.4313, -1.0740, -3.2881], [-2.9925, -0.1164, -4.0308], [-2.8034, -2.6420, -3.7339], [-2.0005, -3.8364, -3.3543], [-0.6784, -3.6657, -2.3982], [0.2610, -4.6028, -2.1785], [-1.4790, 1.1145, 2.2973], [0.1346, 1.5436, 3.3431], [-1.0561, 2.9085, 2.7340], [-0.1607, 2.9416, 0.5050], [1.3758, 2.0766, 1.1707], [3.5275, -1.6187, -1.0974], [4.9563, -0.8791, 0.0101], [3.3600, 0.1629, -0.4964], [3.1875, -3.6823, 0.8538], [2.8246, -3.2512, 2.6532], [4.6089, -2.9559, 1.8667], [1.1148, -3.1695, -0.0737], [-2.0650, 1.8170, -2.5432], [-1.3577, 2.6484, -1.2931], [-3.7662, -2.8219, -4.4085], [-2.2835, -4.9149, -3.7177], [-4.7020, 1.9674, -4.4827], [-4.2992, 3.3040, -3.9195], [-5.2974, 4.4266, -4.0154], [-3.1966, 3.4724, -3.4010], [-3.8833, 1.2533, -4.3436], [-5.5848, 1.5938, -3.9578], [-4.9063, 2.0612, -5.5523], [-6.2068, 4.1627, -3.4696], [-5.5282, 4.6300, -5.0641], [-4.8706, 5.3308, -3.5687], [3.5382, -0.0912, 4.4716], [3.5455, -0.8395, 5.7778], [4.2479, -0.1950, 6.9427], [2.9984, -1.9355, 5.8888], [2.9957, -0.6762, 3.7213], [3.0340, 0.8703, 4.5971], [4.5634, 0.0590, 4.1239], [3.7754, 0.7618, 7.1783], [5.3047, -0.0494, 6.7050], [4.1724, -0.8482, 7.8185]],
  "lowdin_charge": [-0.129, -0.229, -0.043, -0.121, 0.031, -0.280, -0.059, -0.061, 0.042, -0.008, 0.001, -0.074, 0.049, -0.175, -0.085, 0.020, -0.001, -0.214, -0.063, 0.086, 0.068, 0.079, 0.091, 0.111, 0.100, 0.089, 0.086, 0.094, 0.096, 0.087, 0.100, 0.054, 0.090, 0.129, 0.121, -0.027, -0.468, -0.029, 0.029, 0.016, 0.094, 0.092, 0.086, 0.085, 0.082, -0.030, -0.490, -0.031, 0.048, 0.036, 0.086, 0.088, 0.085, 0.084, 0.084],
  "molar_mass_g_mol": 372.5,
  "lumo_energy_ha": -0.0663,
  "homo_lumo_gap_ev": 6.29,
  "smiles": "CCc1c(N=C(C)C)cc2c(c1N)C(=O)C=CC2=O.CC(C)=O.CC(C)=O",
  "homo_energy_ev": -8.091
}

***

2.
{
  "formula": "C5H8N2",
  "method": "ωB97M-V/def2-TZVPD",
  "species": ["C", "C", "C", "N", "C", "N", "C", "H", "H", "H", "H", "H", "H", "H", "H"],
  "xyz": [[2.2895, 1.0065, -0.3823], [1.3437, -0.1314, -0.3393], [0.0752, -0.7207, -0.8685], [-1.2165, -0.2433, -0.4015], [-1.6214, -0.5947, 0.8244], [-2.7243, 0.0551, 1.2335], [0.9794, -1.2698, 0.1623], [1.7689, 1.9643, -0.2795], [3.0275, 0.9222, 0.4207], [2.8211, 1.0210, -1.3402], [0.0249, -1.1514, -1.8735], [-1.7025, 0.4399, -0.9865], [-3.0274, -0.1007, 2.1803], [-3.1297, 0.8615, 0.7614], [1.0915, -2.0584, 0.8885]],
  "lowdin_charge": [-0.047, -0.204, -0.275, -0.038, -0.206, 0.016, 0.023, 0.078, 0.077, 0.079, 0.120, 0.127, 0.068, 0.083, 0.100],
  "molar_mass_g_mol": 96.1,
  "lumo_energy_ha": 0.0413,
  "homo_lumo_gap_ev": 9.20,
  "homo_energy_ev": -8.072
}

***

3.
{
  "formula": "C5H8O",
  "method": "ωB97M-V/def2-TZVPD",
  "species": ["C", "C", "C", "C", "C", "O", "H", "H", "H", "H", "H", "H", "H", "H"],
  "xyz": [[-1.2809, -0.9607, -0.4267], [-0.5665, 0.3682, -0.5501], [-0.1822, 1.2167, 0.6137], [0.9029, 0.5499, -0.2069], [1.6463, -0.5437, 0.4620], [2.7899, -0.8447, 0.2176], [-0.9021, -1.5698, 0.3989], [-2.3536, -0.8083, -0.2631], [-1.1575, -1.5391, -1.3494], [-0.8630, 0.9360, -1.4299], [-0.3349, 0.8252, 1.6184], [-0.2844, 2.2951, 0.5353], [1.5086, 1.1529, -0.8773], [1.0775, -1.0776, 1.2575]],
  "lowdin_charge": [-0.064, -0.296, -0.081, -0.204, -0.253, 0.052, 0.068, 0.079, 0.082, 0.134, 0.110, 0.105, 0.143, 0.125],
  "molar_mass_g_mol": 84.1,
  "lumo_energy_ha": 0.0390,
  "homo_lumo_gap_ev": 10.80,
  "smiles": "C[C@H]1C[C@H]1C=O",
  "homo_energy_ev": -9.734
}

***

4.
{
  "formula": "C27H29BrFNOPPdTe",
  "method": "ωB97M-V/def2-TZVPD",
  "species": ["Pd", "F", "C", "C", "C", "C", "C", "C", "C", "H", "H", "H", "H", "H", "H", "C", "P", "C", "C", "O", "H", "H", "H", "H", "H", "H", "H", "H", "H", "Te", "C", "C", "C", "C", "C", "C", "C", "C", "C", "C", "C", "C", "H", "H", "H", "H", "H", "H", "H", "H", "H", "H", "Br", "C", "C", "C", "C", "C", "N", "H", "H", "H", "H"],
  "xyz": [[-0.7909, 0.6186, 0.3059], [-1.0534, 3.2400, -5.5487], [-1.1857, 3.0719, -4.2259], [-0.0682, 3.2071, -3.4214], [-0.2123, 3.0228, -2.0585], [-1.4511, 2.7041, -1.4884], [-1.5648, 2.4636, -0.0417], [-2.5580, 2.6017, -2.3400], [-2.4337, 2.7819, -3.7080], [0.8831, 3.4624, -3.8702], [0.6474, 3.1283, -1.4052], [-2.5814, 2.5309, 0.3358], [-0.8715, 3.0447, 0.5639], [-3.5388, 2.4045, -1.9230], [-3.2865, 2.7126, -4.3710], [3.6330, 1.0069, 1.7459], [2.5749, 1.7977, 0.5282], [2.9591, 3.5513, 0.5967], [3.1016, 1.1961, -1.0771], [1.1255, 1.5237, 0.8086], [4.6857, 1.2186, 1.5521], [3.4682, -0.0710, 1.7124], [3.3677, 1.3699, 2.7393], [4.0163, 3.7191, 0.3847], [2.7304, 3.9256, 1.5951], [2.3592, 4.1033, -0.1279], [4.1121, 1.5370, -1.3096], [2.4105, 1.5470, -1.8453], [3.0762, 0.1071, -1.0716], [-2.8588, -0.5065, -0.8160], [-3.2152, -2.2913, 0.2363], [-3.8997, -3.3160, -0.4093], [-4.1535, -4.5001, 0.2676], [-3.7270, -4.6564, 1.5797], [-3.0512, -3.6275, 2.2222], [-2.7975, -2.4381, 1.5537], [-0.9059, -1.0297, -1.5199], [-0.1383, -1.9336, -0.7854], [1.0878, -2.3606, -1.2907], [1.5425, -1.8970, -2.5143], [0.7722, -0.9944, -3.2412], [-0.4499, -0.5637, -2.7558], [-4.2298, -3.1993, -1.4344], [-4.6856, -5.2998, -0.2311], [-3.9276, -5.5814, 2.1048], [-2.7262, -3.7474, 3.2483], [-2.2823, -1.6303, 2.0544], [-0.5099, -2.3426, 0.1448], [1.6711, -3.0838, -0.7323], [2.4826, -2.2533, -2.9170], [1.1163, -0.6418, -4.2057], [-1.0537, 0.1263, -3.3345], [-1.5529, 0.9353, 3.2667], [-0.0051, -0.1554, 3.4010], [0.7583, -0.1432, 4.5549], [1.8762, -0.9617, 4.5772], [2.1726, -1.7376, 3.4650], [1.3356, -1.6595, 2.3671], [0.2570, -0.8743, 2.3292], [0.4803, 0.4745, 5.3963], [2.5054, -0.9966, 5.4570], [3.0324, -2.3932, 3.4511], [1.5256, -2.2474, 1.4752]],
  "lowdin_charge": [0.495, 0.079, -0.284, 0.004, -0.043, -0.326, -0.204, -0.084, 0.003, 0.124, 0.082, 0.054, 0.064, 0.099, 0.128, -0.154, 0.566, -0.157, -0.148, -0.433, 0.067, 0.040, 0.064, 0.065, 0.066, 0.052, 0.068, 0.047, 0.048, 1.541, -0.533, -0.134, -0.069, -0.066, -0.066, -0.153, -0.533, -0.162, -0.088, -0.090, -0.073, -0.129, 0.098, 0.112, 0.111, 0.111, 0.039, 0.079, 0.106, 0.111, 0.114, 0.095, 0.817, -0.731, -0.087, -0.047, -0.062, -0.135, 0.005, 0.109, 0.119, 0.115, 0.096],
  "molar_mass_g_mol": 747.4,
  "total_charge": 1,
  "lumo_energy_ha": [-0.1143, -0.1143],
  "homo_lumo_gap_ev": [7.14, 7.14],
  "homo_energy_ev": [-10.253, -10.253]
}